A cluster of 5 separate species, C16H47N4O5 in total. Source: the Open Molecules 2025 dataset; level of theory: ωB97M-V with the def2-TZVPD basis set.

As for the spin multiplicity: 1. The value obtained for the relative energy (zero: lowest compared OMol25 entry of this formula, charge and spin) is 231.5 kcal/mol. As for the orbital gap: 10.09 eV. The calculation puts the HOMO energy at -12.0 eV. The charge is +1.

Geometry (Å):
O: 0.7581 -0.2527 -1.1912
H: 1.1646 -1.2718 -1.5261
H: 1.5056 0.2785 -1.0365
H: 0.2689 -0.1675 -0.2401
C: 1.7599 3.2774 -0.7540
C: 3.0273 2.4739 -0.5559
C: 3.0890 1.9954 0.9409
O: 1.9930 1.1433 1.1950
C: 1.8763 0.6696 2.5163
N: 3.2236 1.3572 -1.4187
H: 1.6117 3.6463 -1.7626
H: 1.9936 4.0705 -0.0778
H: 0.9363 2.6462 -0.2028
H: 3.7437 3.2364 -0.7216
H: 2.9528 2.8770 1.6238
H: 3.9422 1.4444 1.1896
H: 1.6238 1.4123 3.1630
H: 2.8688 0.3374 2.6923
H: 1.2371 0.0007 2.6378
H: 4.1240 1.1149 -1.2447
H: 3.1543 1.7794 -2.4487
C: -0.7188 -3.3562 1.3234
C: -1.7342 -2.1561 0.9671
C: -2.8497 -2.1033 1.8921
O: -3.7733 -3.2372 2.1335
C: -5.0105 -2.7927 2.8345
N: -0.9764 -0.9173 1.0009
H: -0.2963 -3.8249 0.5859
H: -1.2839 -4.2345 1.7365
H: -0.1051 -3.0060 2.0488
H: -1.8518 -2.3594 -0.0963
H: -3.5385 -1.3009 1.6025
H: -2.5454 -1.7307 2.9077
H: -4.9475 -2.5217 3.9094
H: -5.5597 -3.6729 2.9489
H: -5.5917 -2.1658 2.4609
H: -0.7875 -0.7073 2.0892
H: -1.4655 -0.2180 0.7130
C: -3.3186 1.8244 1.2633
C: -2.9637 2.1949 -0.0804
C: -1.9644 3.3454 -0.0187
O: -2.5676 4.4492 0.8024
C: -1.7004 5.6403 0.8436
N: -2.3421 1.0559 -0.7454
H: -2.4961 1.3537 1.8618
H: -4.0120 0.9193 1.3947
H: -3.7361 2.7578 1.8583
H: -3.9994 2.6535 -0.6824
H: -1.5325 3.7356 -0.8940
H: -1.0978 3.1570 0.3884
H: -0.8021 5.5094 1.4022
H: -2.1073 6.2800 1.5355
H: -1.7061 6.0157 -0.0547
H: -3.1236 0.2813 -0.9891
H: -1.8525 1.2393 -1.5733
C: 2.5395 -1.6639 -4.1737
C: 1.8196 -2.8368 -3.3899
C: 2.4118 -3.3709 -2.1129
O: 2.4320 -2.2766 -1.1696
C: 2.9780 -2.6480 0.1191
N: 0.4913 -2.3418 -3.1040
H: 3.5280 -2.1572 -4.4895
H: 2.6242 -0.7728 -3.5459
H: 1.9764 -1.5443 -5.0793
H: 1.6907 -3.7186 -4.0206
H: 3.5422 -3.6979 -2.3002
H: 2.0697 -4.3900 -1.8275
H: 3.4432 -1.8550 0.4517
H: 3.9367 -3.0532 0.1616
H: 2.2384 -2.9976 0.8377
H: -0.1869 -2.9075 -2.5232
H: -0.0316 -1.9447 -3.9822

Atomic partial charges in e from the Mulliken method, atoms 1 to 6: number 1, O, carries -0.125; number 2, H, carries 0.386; number 3, H, carries 0.275; number 4, H, carries 0.501; number 5, C, carries -0.972; number 6, C, carries -0.376